[1]
Molecular formula: C50H136N11O2
Method: DFT, wB97M-V/def2-TZVPD

Output
- LUMO level: -2.86 eV
- Charge: +1
- 2S+1: 1

Element x y z (Å)
1 N 34.123 4.029 -2.489
2 H 33.662 4.593 -1.789
3 H 34.913 3.712 -1.947
4 H 34.394 4.549 -3.312
5 H 33.592 3.255 -2.863
6 N 24.625 11.641 5.706
7 H 24.522 12.628 5.520
8 H 23.704 11.285 5.495
9 H 24.794 11.443 6.682
10 H 25.358 11.191 5.175
11 N 32.870 8.211 5.706
12 H 31.974 8.518 5.356
13 H 32.616 7.416 6.274
14 H 33.371 9.004 6.082
15 H 33.210 7.841 4.830
16 O 28.896 8.811 2.671
17 C 28.747 8.181 1.389
18 C 30.087 7.994 0.614
19 O 31.248 7.270 1.116
20 H 27.950 8.672 0.830
21 H 28.184 7.249 1.440
22 H 30.424 8.995 0.343
23 H 29.907 7.634 -0.399
24 C 38.402 2.327 1.118
25 C 38.155 0.781 0.916
26 N 38.102 0.355 -0.519
27 C 37.958 -1.117 -0.555
28 C 37.512 -1.677 -1.837
29 C 39.157 0.916 -1.420
30 C 40.633 0.713 -1.019
31 H 38.681 2.533 2.152
32 H 37.585 3.020 0.917
33 H 39.243 2.803 0.614
34 H 38.846 0.146 1.470
35 H 37.202 0.554 1.393
36 H 38.874 -1.646 -0.293
37 H 37.137 -1.372 0.115
38 H 37.576 -2.762 -1.752
39 H 36.445 -1.470 -1.928
40 H 38.090 -1.344 -2.699
41 H 38.826 1.940 -1.589
42 H 39.009 0.658 -2.469
43 H 40.873 -0.350 -1.044
44 H 40.850 1.173 -0.055
45 H 41.298 1.144 -1.768
46 C 35.265 14.448 4.212
47 C 35.170 12.999 4.614
48 N 35.468 12.707 6.028
49 C 34.772 13.537 6.997
50 C 33.210 13.362 7.130
51 C 36.927 12.722 6.376
52 C 37.866 11.976 5.443
53 H 35.965 15.019 4.820
54 H 34.278 14.911 4.188
55 H 35.593 14.535 3.176
56 H 34.220 12.555 4.319
57 H 35.899 12.502 3.974
58 H 35.149 13.146 7.942
59 H 34.930 14.614 7.062
60 H 32.899 12.332 7.303
61 H 32.776 13.953 7.938
62 H 32.710 13.791 6.262
63 H 37.058 12.237 7.343
64 H 37.305 13.744 6.382
65 H 37.920 12.473 4.474
66 H 37.378 11.044 5.156
67 H 38.917 11.771 5.651
68 C 30.427 2.352 7.861
69 C 31.291 3.636 7.700
70 N 31.184 4.580 8.836
71 C 29.801 5.096 8.989
72 C 29.871 6.277 10.034
73 C 31.851 4.102 10.061
74 C 33.327 3.795 9.724
75 H 30.913 1.542 8.405
76 H 29.991 1.976 6.935
77 H 29.451 2.470 8.333
78 H 32.253 3.439 7.225
79 H 30.795 4.331 7.023
80 H 29.317 5.337 8.043
81 H 29.207 4.291 9.420
82 H 28.911 6.792 10.072
83 H 30.110 5.945 11.045
84 H 30.442 7.153 9.727
85 H 31.321 3.190 10.334
86 H 31.860 4.835 10.868
87 H 33.342 2.949 9.036
88 H 33.958 3.565 10.582
89 H 33.850 4.654 9.303
90 C 30.446 0.058 -1.719
91 C 29.289 0.614 -2.595
92 N 29.762 1.053 -3.976
93 C 30.069 -0.061 -4.830
94 C 30.699 0.467 -6.149
95 C 28.748 1.997 -4.489
96 C 27.324 1.333 -4.844
97 H 30.116 -0.101 -0.692
98 H 31.378 0.619 -1.657
99 H 30.656 -0.966 -2.029
100 H 28.516 -0.154 -2.566
101 H 29.050 1.530 -2.055
102 H 30.886 -0.654 -4.419
103 H 29.159 -0.590 -5.110
104 H 31.564 1.089 -5.920
105 H 30.964 -0.379 -6.783
106 H 29.993 1.048 -6.742
107 H 29.007 2.408 -5.464
108 H 28.632 2.793 -3.753
109 H 27.395 0.550 -5.599
110 H 26.687 2.020 -5.400
111 H 26.925 0.908 -3.923
112 C 21.283 6.883 6.966
113 C 20.416 7.635 5.972
114 N 20.365 9.114 6.089
115 C 19.699 9.330 7.433
116 C 19.906 10.783 7.992
117 C 19.693 9.778 4.916
118 C 20.256 9.358 3.543
119 H 21.628 5.929 6.568
120 H 20.765 6.748 7.915
121 H 22.103 7.454 7.401
122 H 20.911 7.494 5.011
123 H 19.433 7.214 5.760
124 H 18.626 9.142 7.392
125 H 20.131 8.614 8.132
126 H 19.172 11.212 8.674
127 H 20.839 10.775 8.557
128 H 20.072 11.477 7.168
129 H 19.774 10.834 5.174
130 H 18.644 9.492 4.983
131 H 19.982 10.191 2.896
132 H 19.845 8.396 3.236
133 H 21.341 9.277 3.610
134 C 23.551 9.849 -5.566
135 C 24.781 10.139 -6.491
136 N 24.677 11.295 -7.455
137 C 23.422 11.356 -8.199
138 C 23.156 10.062 -9.045
139 C 25.919 11.313 -8.316
140 C 26.020 12.448 -9.299
141 H 22.567 9.587 -5.956
142 H 23.424 10.700 -4.897
143 H 23.803 8.984 -4.953
144 H 25.661 10.164 -5.848
145 H 24.923 9.225 -7.068
146 H 22.575 11.617 -7.565
147 H 23.451 12.159 -8.936
148 H 24.116 9.667 -9.374
149 H 22.544 9.437 -8.394
150 H 22.515 10.352 -9.878
151 H 25.990 10.352 -8.824
152 H 26.790 11.350 -7.662
153 H 25.683 13.425 -8.952
154 H 25.366 12.241 -10.147
155 H 27.077 12.587 -9.528
156 C 31.280 16.484 -5.116
157 C 31.063 16.661 -3.592
158 N 29.893 17.539 -3.311
159 C 29.688 18.845 -3.969
160 C 30.775 19.881 -3.688
161 C 29.708 17.699 -1.811
162 C 29.157 16.396 -1.283
163 H 31.685 17.328 -5.674
164 H 30.425 16.043 -5.628
165 H 32.025 15.694 -5.220
166 H 30.993 15.733 -3.025
167 H 31.951 17.119 -3.158
168 H 29.509 18.672 -5.030
169 H 28.704 19.220 -3.687
170 H 30.968 19.903 -2.616
171 H 31.712 19.665 -4.202
172 H 30.599 20.922 -3.959
173 H 29.056 18.557 -1.645
174 H 30.667 18.123 -1.515
175 H 29.962 15.664 -1.345
176 H 28.261 15.995 -1.757
177 H 28.863 16.529 -0.242
178 C 36.935 7.951 -3.948
179 C 36.203 8.097 -5.233
180 N 36.154 6.907 -6.083
181 C 37.566 6.676 -6.455
182 C 37.692 5.496 -7.525
183 C 35.287 7.231 -7.228
184 C 33.800 7.351 -6.833
185 H 38.021 7.851 -3.951
186 H 36.695 7.003 -3.467
187 H 36.738 8.753 -3.237
188 H 35.223 8.437 -4.900
189 H 36.553 8.982 -5.766
190 H 38.074 7.472 -7.000
191 H 38.266 6.497 -5.639
192 H 38.631 4.955 -7.408
193 H 36.911 4.758 -7.345
194 H 37.578 5.714 -8.587
195 H 35.407 6.547 -8.067
196 H 35.507 8.198 -7.680
197 H 33.234 7.321 -7.764
198 H 33.602 8.252 -6.253
199 H 33.557 6.511 -6.183

Cartesian forces (eV/Å) of the 6 atoms listed first:
N 0.4362 -0.1201 0.1114
H -1.3117 0.6558 -0.0057
H 0.8535 -0.5985 -0.3371
H 0.4709 0.8134 -0.1346
H -0.6658 -0.5426 0.4766
N -0.7205 0.0037 0.3463

[2]
Molecular formula: C4H5ClO
Method: DFT, wB97M-V/def2-TZVPD

Output
- LUMO level: -0.09 eV
- SMILES: CC(=O)/C=C\Cl
- 2S+1: 1

Element x y z (Å)
1 C -0.527 1.357 0.086
2 C -0.972 -0.085 0.044
3 O -2.168 -0.355 -0.177
4 C -0.084 -1.164 0.092
5 C 1.244 -1.084 0.096
6 Cl 2.337 0.240 -0.090
7 H -0.118 1.664 1.025
8 H -1.365 2.183 -0.186
9 H 0.237 1.542 -0.730
10 H -0.415 -2.204 -0.132
11 H 1.831 -2.093 -0.028

Cartesian forces (eV/Å) of the 6 atoms listed first:
C -1.0853 2.3537 -2.2943
C -4.5757 1.7017 -1.0653
O 1.5645 0.5118 0.4895
C 2.4627 -2.1008 -0.2719
C 1.9571 -2.7514 -1.0172
Cl -0.1623 -0.1315 0.4847

[3]
Molecular formula: C26H26BeIN4O5
Method: DFT, wB97M-V/def2-TZVPD

Output
- LUMO level: 2.53 eV
- Charge: -1
- 2S+1: 1

Element x y z (Å)
1 Be -0.146 0.768 -1.012
2 C 2.666 -1.816 -2.786
3 O 2.843 -1.215 -1.537
4 C 4.065 -0.667 -1.222
5 C 5.247 -0.810 -1.924
6 C 6.410 -0.250 -1.453
7 C 6.467 0.449 -0.245
8 C 5.298 0.651 0.442
9 C 4.101 0.144 -0.048
10 N 2.791 0.429 0.525
11 N 2.771 0.411 1.774
12 C 1.472 0.654 2.353
13 C 0.294 0.935 1.612
14 O 0.371 1.213 0.340
15 C -0.973 0.912 2.343
16 C -0.978 0.584 3.641
17 C 0.224 0.393 4.394
18 C 0.193 0.301 5.833
19 C 1.386 0.220 6.533
20 C 2.565 0.151 5.865
21 C 2.603 0.234 4.503
22 C 1.460 0.466 3.788
23 H 3.235 -2.754 -2.885
24 H 2.990 -1.100 -3.606
25 H 1.607 -2.038 -2.850
26 H 5.432 -1.498 -2.795
27 H 7.296 -0.459 -2.058
28 H 7.422 0.855 0.073
29 H 5.393 1.163 1.401
30 H -1.838 1.137 1.787
31 H -1.869 0.495 4.276
32 H -0.815 0.405 6.284
33 H 1.418 0.190 7.610
34 H 3.412 -0.080 6.424
35 H 3.510 0.205 3.942
36 I 0.220 0.631 -4.298
37 C 0.664 1.493 -2.371
38 H 0.458 2.552 -2.343
39 H 1.800 1.412 -2.171
40 C -4.630 -1.127 0.650
41 C -5.102 -0.215 -0.470
42 C -4.121 -0.144 -1.616
43 C -4.753 0.864 -2.621
44 C -3.716 1.218 -3.747
45 C -3.934 -1.475 -2.307
46 O -4.889 -2.119 -2.742
47 N -2.643 -1.850 -2.466
48 C -1.529 -1.351 -1.820
49 O -0.511 -1.956 -1.928
50 N -1.602 -0.129 -1.183
51 C -2.805 0.473 -1.038
52 O -2.840 1.571 -0.536
53 H -5.471 -1.161 1.375
54 H -3.684 -0.720 1.076
55 H -4.492 -2.172 0.218
56 H -5.240 0.796 -0.058
57 H -6.032 -0.656 -0.889
58 H -5.078 1.713 -2.060
59 H -5.625 0.328 -2.972
60 H -2.855 1.669 -3.261
61 H -4.138 1.969 -4.424
62 H -3.332 0.432 -4.423
63 H -2.444 -2.726 -2.899

Cartesian forces (eV/Å) of the 6 atoms listed first:
Be -0.3289 -0.0226 0.1232
C 0.6993 0.3903 -1.3277
O 1.1254 0.6853 1.0048
C -0.9639 0.5353 0.5213
C 0.3386 -1.5897 -1.3027
C 0.9440 0.1891 0.4094

[4]
Molecular formula: C29H44BrN3P2PtS
Method: DFT, wB97M-V/def2-TZVPD

Output
- LUMO level (spin up / spin down): -11.97 / -15.14 eV
- Expectation value of S²: 6.055
- Charge: +4
- 2S+1: 5

Element x y z (Å)
1 C 2.583 -3.822 2.745
2 C 2.974 -3.106 1.593
3 C 3.225 -3.730 0.370
4 C 3.091 -5.131 0.314
5 N 2.699 -5.759 1.401
6 C 2.477 -5.222 2.587
7 C 3.089 -1.675 1.484
8 C 2.657 -0.493 1.591
9 C 2.583 0.942 1.635
10 C 1.417 1.703 1.247
11 C 1.508 3.091 0.887
12 C 2.857 3.521 0.705
13 C 3.996 2.889 1.254
14 C 3.838 1.588 1.759
15 Pt -0.166 1.012 0.063
16 P -1.243 -0.989 0.092
17 H 3.222 -3.089 -0.525
18 H 2.091 -3.307 3.579
19 H 3.249 -5.633 -0.652
20 H 2.136 -5.851 3.418
21 H 4.551 0.849 2.176
22 H 0.182 1.447 1.640
23 H 5.014 3.364 1.300
24 H 0.621 3.774 0.715
25 C -3.000 -0.853 -0.530
26 C -3.606 -2.202 -1.009
27 H -2.991 -0.130 -1.375
28 H -3.616 -0.377 0.263
29 H -4.639 -2.029 -1.355
30 H -3.040 -2.620 -1.865
31 H -3.664 -2.950 -0.192
32 C -0.362 -2.190 -0.995
33 C -0.659 -3.657 -0.660
34 H 0.713 -1.959 -0.863
35 H -0.615 -1.941 -2.041
36 H -0.227 -4.288 -1.448
37 H -0.184 -3.926 0.299
38 H -1.740 -3.880 -0.625
39 C -1.182 -1.731 1.787
40 C -2.222 -2.846 1.987
41 H -1.340 -0.916 2.519
42 H -0.147 -2.105 1.936
43 H -2.146 -3.206 3.023
44 H -3.252 -2.482 1.830
45 H -2.030 -3.717 1.337
46 Br 3.011 5.049 -0.666
47 P 0.140 1.423 -2.294
48 C -0.648 0.235 -3.454
49 C -1.119 0.687 -4.855
50 H -1.511 -0.188 -2.908
51 H 0.097 -0.571 -3.593
52 H -1.648 -0.147 -5.348
53 H -1.831 1.529 -4.832
54 H -0.293 0.952 -5.542
55 C -0.491 3.101 -2.671
56 C 0.091 4.025 -3.762
57 H -0.437 3.647 -1.718
58 H -1.566 3.009 -2.883
59 H -0.382 5.023 -3.742
60 H 1.167 4.199 -3.657
61 H -0.085 3.651 -4.777
62 C 1.911 1.260 -2.680
63 C 2.399 1.134 -4.141
64 H 2.211 0.346 -2.140
65 H 2.421 2.108 -2.194
66 H 3.499 1.100 -4.167
67 H 2.063 0.211 -4.634
68 H 2.113 1.981 -4.781
69 C -3.970 3.211 3.491
70 N -2.635 2.547 3.651
71 C -1.937 2.405 4.867
72 C -0.843 1.613 4.658
73 N -0.887 1.350 3.330
74 C -1.913 1.917 2.681
75 S -2.191 1.861 1.012
76 H -3.885 4.038 2.756
77 H -4.750 2.473 3.167
78 H -4.215 3.602 4.511
79 H -2.298 2.900 5.738
80 H -0.104 1.200 5.340
81 H -0.190 0.749 2.839

Cartesian forces (eV/Å) of the 6 atoms listed first:
C -0.6061 -0.1334 -1.3032
C 0.5408 0.0473 -0.4924
C -1.0526 -0.7730 0.3351
C 0.0900 -0.0481 -1.2956
N 0.7879 2.1120 0.2469
C -0.4868 -0.1610 0.8758

| no. | maximum force (eV/A) |
| --- | --- |
| 1 | 3.4 |
| 2 | 5.0 |
| 3 | 2.8 |
| 4 | 4.8 |